{
  "formula": "C4H11N3O",
  "method": "the ωB97M-V functional and the def2-TZVPD basis",
  "smiles": "[H]/N=C(/CN(C)C)ON",
  "relative_energy_kcal_mol": 100.1,
  "total_charge": 0,
  "elements": ["O", "N", "N", "N", "C", "C", "C", "C", "H", "H", "H", "H", "H", "H", "H", "H", "H", "H", "H"],
  "coordinates": [[1.2996, 0.8531, 1.2116], [-0.1202, -0.6561, -1.1728], [1.0157, 1.2571, 2.5468], [-1.0163, 1.3724, 0.6629], [0.0895, 0.8951, 0.3236], [-1.5223, -0.6480, -1.5266], [0.6152, 0.6745, -1.0535], [0.3003, -1.7756, -0.3602], [-2.1534, -0.4580, -0.6506], [1.6906, 1.9837, 2.7797], [-1.7103, 0.1354, -2.2583], [1.6850, 0.4691, -1.0350], [-1.0118, 1.8607, 1.5559], [1.3610, -1.6798, -0.1289], [1.1908, 0.4454, 3.1373], [0.2213, 1.3922, -1.7737], [0.0917, -2.7020, -0.8951], [-0.2444, -1.8047, 0.5941], [-1.7819, -1.6145, -1.9573]],
  "forces_ev_per_angstrom": [[-1.38, -0.09, -0.48], [0.84, -0.14, -2.28], [-0.37, -0.10, -0.13], [0.04, 0.00, -0.62], [2.74, 3.76, 1.71], [0.44, 0.23, 0.38], [-2.30, -3.14, 1.67], [-0.15, 0.74, 0.10], [-0.22, -0.01, -0.02], [-0.02, -0.27, -0.23], [-0.07, 0.00, -0.06], [-0.13, 0.33, -0.33], [0.09, -0.83, 0.38], [0.02, -0.20, -0.09], [0.08, 0.17, -0.19], [0.31, -0.17, 0.08], [0.14, -0.10, 0.01], [0.00, -0.13, 0.16], [-0.06, -0.06, -0.06]],
  "lowdin_charge": [-0.164, -0.284, 0.015, 0.165, -0.403, -0.113, -0.057, -0.104, 0.067, 0.085, 0.083, 0.117, 0.055, 0.084, 0.084, 0.126, 0.082, 0.084, 0.079]
}


{
  "formula": "C10H11N2O",
  "method": "the ωB97M-V functional and the def2-TZVPD basis",
  "relative_energy_kcal_mol": 101.7,
  "total_charge": 1,
  "elements": ["O", "N", "N", "C", "C", "C", "C", "C", "C", "C", "C", "C", "C", "H", "H", "H", "H", "H", "H", "H", "H", "H", "H", "H"],
  "coordinates": [[-4.3495, 1.3744, -0.0397], [-2.0768, 0.9433, -0.3909], [-1.1210, 0.1559, 0.3066], [0.2407, 0.4939, 0.3962], [-3.3598, 0.7385, 0.2432], [-3.1292, -0.2065, 1.3263], [0.6819, 1.5489, -0.4404], [1.9674, 1.9214, -0.3116], [-1.8424, -0.6131, 1.2293], [1.0400, -0.0817, 1.3294], [2.3207, 0.3012, 1.4073], [-0.7999, -1.5603, -1.9615], [2.8481, 1.1799, 0.4781], [0.0376, 2.0443, -1.1344], [-3.9212, -0.6277, 1.9454], [-1.3157, -1.4888, 1.6733], [0.7482, -0.9101, 1.9226], [-0.7125, -0.4716, -1.8795], [-1.8120, -1.9096, -2.2098], [-1.7311, 1.5672, -1.0221], [0.0339, -2.2942, -2.1366], [2.2474, 2.5187, -1.1389], [3.8269, 1.5494, 0.5429], [2.8522, -0.1416, 2.2660]],
  "forces_ev_per_angstrom": [[0.99, -0.90, -0.07], [0.46, -3.97, 3.89], [-2.15, 1.02, -0.55], [-2.29, 1.46, -1.76], [-0.51, 2.27, -0.32], [0.68, -1.21, -0.52], [-1.16, -1.37, 1.38], [0.75, -1.26, -1.47], [0.34, -0.95, 0.52], [-0.73, -1.10, 0.03], [2.18, -0.25, 1.00], [-0.16, -0.58, -0.55], [-1.01, 1.48, 1.02], [-0.14, 0.18, -0.28], [0.35, 0.21, -0.25], [-0.60, 1.18, -0.07], [-0.62, -0.33, 0.64], [0.52, -0.89, -0.35], [0.52, 0.07, 0.24], [0.45, 2.20, -1.92], [-0.83, 1.25, 0.36], [1.11, 1.20, -0.05], [1.45, -0.08, 0.00], [0.39, 0.36, -0.93]],
  "lowdin_charge": [0.167, 0.203, 0.000, -0.185, -0.376, 0.102, 0.007, -0.035, 0.010, -0.018, -0.038, 0.122, 0.009, 0.114, 0.147, 0.159, 0.118, -0.029, 0.012, 0.107, 0.034, 0.120, 0.110, 0.143]
}